Formula: C14H23BrF6N2O7PdS2Sb
Source: the Open Molecules 2025 dataset
Level of theory: ωB97M-V with the def2-TZVPD basis set

Last column: Mulliken charge in e.
Geometry (Å):
Sb -3.302 -1.311 0.076  1.185
Pd 0.647 0.806 -0.396  1.295
Br 3.329 2.634 0.039  -0.019
S -0.049 -2.320 -0.489  0.526
S 2.680 -1.772 -0.163  0.919
F 3.371 -2.430 -2.601  -0.190
F -1.319 -3.949 1.063  -0.168
F 2.500 -0.457 -2.446  -0.123
F 4.511 -0.805 -1.738  -0.193
F 0.598 -3.350 1.855  -0.156
F 0.472 -4.812 0.244  -0.114
O 3.372 -0.947 0.757  -0.549
O -0.152 -2.833 -1.804  -0.615
O 3.455 1.271 4.961  -0.476
O 2.611 -3.191 -0.077  -0.642
O -0.055 2.740 -0.569  -0.269
O -1.303 -1.562 -0.025  -0.279
O 0.118 0.918 -2.456  -0.056
N 1.432 1.078 1.407  0.252
N 1.068 -1.236 -0.142  -0.099
C -3.283 0.303 1.396  -0.949
C -0.028 -3.750 0.777  0.536
C 3.328 -1.342 -1.879  0.661
C 1.574 0.443 3.709  -0.793
C 0.963 0.419 2.486  -0.853
C 0.308 3.230 -1.883  -0.467
C 2.594 1.754 1.543  0.080
C 2.765 1.170 3.846  0.681
C -4.145 -3.086 0.801  -1.053
C -0.263 2.248 -2.866  -0.510
C 3.275 1.839 2.725  -0.508
C 0.024 3.762 0.465  -0.942
C -3.840 -0.869 -1.890  -1.132
C -0.255 -0.075 -3.432  -0.812
H -1.340 -0.195 -3.444  0.205
H 0.231 -1.006 -3.173  0.294
H -0.142 4.212 -2.040  0.474
H -1.353 2.309 -2.906  0.391
H -3.488 -3.554 1.528  0.392
H 0.062 -0.158 2.329  0.570
H 1.018 4.201 0.491  0.410
H -3.463 1.217 0.834  0.390
H -5.077 -2.772 1.275  0.440
H -0.720 4.522 0.232  0.361
H 0.141 2.448 -3.859  0.393
H 1.392 3.309 -1.948  0.243
H -0.213 3.282 1.409  0.267
H 1.147 -0.102 4.540  0.430
H -3.394 -1.608 -2.555  0.424
H -4.929 -0.938 -1.952  0.492
H 0.085 0.253 -4.413  0.364
H -2.313 0.332 1.889  0.178
H 3.071 0.784 5.704  0.341
H -4.069 0.160 2.137  0.483
H 4.199 2.394 2.801  0.574
H -4.332 -3.748 -0.043  0.413
H -3.514 0.139 -2.134  0.303

Cartesian forces (eV/Å) of the 6 atoms listed first:
Sb -0.1 -0.4 -0.1
Pd 0.1 0.3 0.0
Br -0.1 -0.4 0.1
S 0.1 0.4 0.3
S 0.1 -0.2 0.1
F 0.0 0.0 0.0

Calculated values
energy above the lowest of the compared OMol25 structures with the same formula, charge and spin: 1.235 eV
LUMO energy: -10.117 eV
total charge: +3
gap between HOMO and LUMO: 7.9 eV
molar mass: 817.6 g mol⁻¹

Formula: C14H20Cl3F4NO6S2
Source: the Open Molecules 2025 dataset
Level of theory: ωB97M-V with the def2-TZVPD basis set

Last column: Mulliken charge in e.
Geometry (Å):
Cl 4.563 -0.870 0.450  -0.165
Cl 2.534 0.950 1.768  -0.103
Cl -1.109 -2.256 3.696  -0.012
S 5.411 3.525 1.574  1.107
S -7.176 -1.788 -2.785  1.173
F -2.599 -0.913 -0.326  -0.214
F -2.685 -0.407 1.781  -0.302
F -2.772 -3.537 1.864  -0.329
F -1.690 -3.245 0.061  -0.287
O -7.539 -1.033 -3.957  -0.656
O 5.143 3.172 2.945  -0.666
O 5.656 2.527 0.565  -0.614
O 1.136 -1.268 2.378  -0.322
O 0.128 -1.179 0.395  -0.442
O -8.082 -1.957 -1.678  -0.672
N -0.795 -2.487 2.027  -0.038
C 4.797 6.006 0.810  -0.681
C -5.599 -1.182 -2.178  -0.645
C -2.838 -1.407 0.898  0.244
C -1.985 -2.668 1.223  0.697
C 6.742 4.720 1.527  -0.700
C 3.133 -1.553 1.185  0.258
C 2.955 -3.056 1.143  -0.965
C 2.249 -0.785 1.757  0.300
C 6.280 5.759 0.511  -0.575
C -4.602 -2.334 -2.351  -0.295
C -6.581 -3.393 -3.305  -0.741
C 4.130 4.636 0.984  -0.571
C 0.129 -1.594 1.487  0.506
C -5.086 -3.187 -3.528  -0.770
H 6.832 5.154 2.523  0.331
H -5.319 -0.317 -2.776  0.362
H 2.043 -3.292 0.580  0.198
H -7.113 -3.709 -4.200  0.418
H 3.827 -3.531 0.687  0.383
H 7.669 4.224 1.248  0.392
H 4.315 6.579 0.019  0.319
H -3.593 -1.957 -2.513  0.326
H -6.765 -4.094 -2.491  0.353
H -5.707 -0.891 -1.135  0.325
H 6.392 5.366 -0.502  0.287
H -4.919 -2.652 -4.466  0.350
H -4.556 -4.138 -3.584  0.354
H -4.582 -2.944 -1.444  0.117
H 4.703 6.580 1.735  0.301
H -3.898 -1.702 0.907  0.298
H 3.322 4.667 1.711  0.362
H 3.761 4.246 0.036  0.366
H 6.865 6.675 0.583  0.348
H 2.874 -3.463 2.158  0.290

Cartesian forces (eV/Å) of the 6 atoms listed first:
Cl -0.5 -0.5 0.2
Cl -0.9 -0.6 0.4
Cl 0.0 -0.3 0.1
S 0.1 0.2 0.1
S 0.1 -0.2 0.1
F 0.4 0.0 -0.2

Calculated values
LUMO energy: -0.087 eV
gap between HOMO and LUMO: 9.2 eV
molar mass: 544.8 g mol⁻¹

Formula: C18H19F3N2O2S
Source: the Open Molecules 2025 dataset
Level of theory: ωB97M-V with the def2-TZVPD basis set

Last column: Mulliken charge in e.
Geometry (Å):
S 0.008 4.978 2.486  -0.107
F -2.045 6.013 1.310  -0.236
F -1.033 7.320 2.791  -0.226
F -2.367 5.700 3.458  -0.208
O -0.105 2.836 0.423  -0.633
O -1.566 3.323 4.830  -0.560
N 2.049 -1.689 -1.903  0.135
N -0.845 3.483 2.561  -0.075
C -2.002 1.594 3.144  0.008
C -1.772 0.310 1.091  0.381
C 4.357 -2.289 -1.950  -0.491
C -0.744 2.626 1.451  0.678
C -0.181 -0.696 -1.666  -0.974
C 4.212 -0.837 -2.424  -0.573
C 2.932 -2.840 -1.772  -0.644
C -1.563 -1.210 -1.906  -0.623
C 2.711 -0.498 -2.392  -0.596
C -1.445 6.051 2.539  0.698
C -1.492 2.883 3.700  0.246
C -2.751 0.573 3.748  -0.502
C -3.014 -0.574 2.982  -0.584
C -2.526 -0.716 1.666  -0.052
C -1.549 1.452 1.852  -0.177
C 0.730 -1.737 -1.721  0.756
C 0.041 -3.098 -1.694  -0.608
C -1.450 -2.767 -1.851  -0.660
H 4.598 -0.717 -3.438  0.291
H -3.099 0.714 4.771  0.461
H 0.076 0.360 -1.638  0.505
H 4.888 -2.329 -0.993  0.246
H 2.495 0.373 -1.758  0.279
H 0.234 -3.595 -0.730  0.308
H -2.303 -0.858 -1.186  0.230
H -3.601 -1.383 3.410  0.387
H 2.368 -0.256 -3.414  0.278
H 4.920 -2.901 -2.661  0.290
H -1.327 0.285 0.099  -0.028
H -1.942 -0.954 -2.910  0.370
H -2.031 -3.190 -1.023  0.225
H 0.390 -3.803 -2.473  0.263
H 2.723 -3.598 -2.551  0.259
H 2.813 -3.348 -0.798  0.293
H -2.725 -1.623 1.095  0.394
H 4.764 -0.158 -1.775  0.279
H -1.831 -3.211 -2.779  0.297

Cartesian forces (eV/Å) of the 6 atoms listed first:
S -0.4 -0.6 1.1
F 0.0 0.4 1.1
F -0.4 -1.0 -0.3
F 0.7 0.4 -0.8
O -1.3 -0.3 2.1
O 0.2 -0.5 -1.9

Calculated values
energy above the lowest of the compared OMol25 structures with the same formula, charge and spin: 0.442 eV
LUMO energy: -0.662 eV
gap between HOMO and LUMO: 6.6 eV
molar mass: 384.4 g mol⁻¹

Formula: C9H17N2O
Source: the Open Molecules 2025 dataset
Level of theory: ωB97M-V with the def2-TZVPD basis set

Last column: Mulliken charge in e.
Geometry (Å):
O -5.102 0.106 -0.047  -0.378
N 3.544 -0.437 1.370  0.022
N -2.010 -1.095 -1.319  -0.009
C 4.974 1.036 0.535  -0.512
C -4.619 0.426 -1.519  -0.933
C 3.891 0.254 0.236  -0.380
C -3.744 0.257 -0.163  0.258
C 5.298 0.807 1.898  -0.381
C -0.426 0.552 -0.134  -1.049
C 4.402 -0.107 2.385  -0.489
C -0.583 -0.658 -1.071  -0.450
C -2.910 -1.093 -0.138  -0.649
H -3.276 1.170 0.253  0.470
H 3.339 0.129 -0.682  0.399
H -1.085 1.400 -0.372  0.296
H 6.099 1.261 2.457  0.394
H 4.300 -0.549 3.362  0.373
H 0.019 -1.514 -0.727  0.311
H -3.673 -1.882 -0.163  0.405
H -0.646 0.263 0.912  0.321
H 0.633 0.862 -0.116  0.321
H -2.374 -0.549 -2.111  0.432
H -0.169 -0.385 -2.058  0.358
H 2.782 -1.085 1.446  0.182
H -4.155 1.475 -1.598  0.268
H -2.393 -1.116 0.829  0.245
H -1.961 -2.067 -1.645  0.354
H -5.636 0.841 -1.675  0.419
H 5.480 1.698 -0.148  0.401

Cartesian forces (eV/Å) of the 6 atoms listed first:
O 2.5 1.8 1.0
N 0.0 0.0 0.0
N 1.0 -1.1 0.3
C 0.0 0.0 -0.1
C 1.1 1.5 0.5
C -0.1 0.0 0.0

Calculated values
energy above the lowest of the compared OMol25 structures with the same formula, charge and spin: 5.993 eV
LUMO energy: -3.755 eV
total charge: +1
gap between HOMO and LUMO: 6.8 eV
molar mass: 169.2 g mol⁻¹

Formula: C3H4LiO4
Source: the Open Molecules 2025 dataset
Level of theory: ωB97M-V with the def2-TZVPD basis set

Last column: Mulliken charge in e.
Geometry (Å):
O 1.616 1.755 -0.076  -0.564
O 0.719 -0.244 -0.550  0.014
O 1.529 -0.992 0.518  -0.612
O -0.612 1.437 -0.077  -0.254
C -0.480 -0.911 -0.070  -0.296
C 0.622 1.150 -0.328  0.869
C -1.451 0.257 -0.012  -0.265
Li 3.071 0.137 0.369  0.909
H -2.012 0.291 0.925  0.282
H -2.124 0.291 -0.874  0.314
H -0.167 -1.453 0.947  0.284
H -0.712 -1.715 -0.771  0.319

Cartesian forces (eV/Å) of the 6 atoms listed first:
O 0.2 0.0 -1.1
O 0.4 -2.6 0.7
O 3.2 1.5 -0.9
O -0.1 0.4 -0.5
C -1.7 -1.6 1.4
C 0.3 0.2 3.0

Calculated values
energy above the lowest of the compared OMol25 structures with the same formula, charge and spin: 5.608 eV
LUMO energy: -4.722 eV
total charge: +1
gap between HOMO and LUMO: 10.5 eV
molar mass: 111.0 g mol⁻¹

Formula: C47H54F2N5O2PScSi
Source: the Open Molecules 2025 dataset
Level of theory: ωB97M-V with the def2-TZVPD basis set

Last column: Mulliken charge in e.
Geometry (Å):
Sc 0.983 1.751 -0.446  -0.581
P -5.910 -5.148 3.841  -0.018
Si 2.775 -1.330 -2.430  -0.386
F -0.034 4.490 4.150  -0.355
F -3.916 2.282 2.665  -0.290
O 3.986 2.618 -2.368  -0.688
O 1.720 2.875 -2.083  0.406
N -0.772 0.753 -1.796  0.105
N 2.195 2.618 1.110  0.663
N -0.803 3.628 -0.788  -0.200
N 1.835 -0.648 -1.173  -0.175
N 3.903 4.627 -4.448  -0.037
C -7.332 -5.783 1.531  -0.027
C 1.011 -1.724 3.508  -1.062
C 4.526 -1.633 -2.004  0.615
C 6.669 -2.731 -2.407  -0.568
C -0.511 2.044 1.516  -0.331
C -5.850 -3.434 3.245  0.765
C 1.568 -0.509 0.001  1.824
C 4.400 3.189 1.787  -1.171
C -6.157 -5.962 2.246  0.547
C -7.619 -5.270 4.547  -1.161
C 1.947 -2.634 1.132  -0.478
C 1.633 3.034 2.309  0.116
C -2.276 2.658 -2.609  -0.759
C 2.865 3.181 -2.606  -0.484
C 2.068 -3.479 2.245  -0.847
C -4.835 -1.906 1.688  -0.469
C 0.925 -0.831 2.424  0.188
C -0.703 3.644 3.317  0.513
C 3.487 2.716 0.801  -0.014
C 6.636 -0.784 -0.971  -0.932
C 1.512 -3.002 3.467  -0.479
C 2.078 -2.978 -2.878  -1.088
C -6.392 -1.104 3.310  -0.579
C -5.290 -7.397 0.539  -0.470
C -7.497 -6.442 0.326  -0.583
C 3.071 5.660 -2.376  -0.549
C 1.438 -1.345 1.211  -0.414
C -5.018 -3.204 2.102  -0.544
C 2.514 3.388 3.349  -1.191
C 0.144 2.916 2.410  1.521
C -2.012 3.313 3.529  -0.965
C -1.315 3.807 -2.222  -0.214
C -1.814 1.637 1.706  -0.434
C 7.287 -1.818 -1.533  -0.414
C 5.245 -0.739 -1.155  0.209
C 4.568 5.929 -2.500  -0.654
C 2.832 4.504 -3.402  0.148
C 2.462 -0.203 -3.949  -0.565
C -6.519 -7.307 -0.148  -0.366
C 4.928 5.661 -3.948  -0.664
C 5.306 -2.633 -2.650  -0.433
C 3.904 3.615 3.064  -0.549
C -5.539 -0.860 2.279  -0.340
C -1.491 1.322 -2.918  -0.742
C -6.468 -2.396 3.903  -0.482
C -2.582 2.382 2.635  0.629
C -5.164 -6.817 1.792  -0.307
H -8.350 -6.233 -0.397  0.268
H -6.953 -2.579 4.821  0.429
H -3.101 2.524 -1.846  0.264
H -1.718 4.823 -2.453  0.402
H -6.981 -0.235 3.670  0.306
H 2.297 -3.039 0.204  0.185
H 1.976 -3.725 -2.080  0.301
H -0.370 4.538 -0.515  0.164
H 2.930 0.797 -3.748  -0.218
H 2.092 3.663 4.272  0.615
H 5.482 3.259 1.592  0.446
H 8.330 -1.963 -1.444  0.394
H 3.813 2.491 -0.208  0.449
H 0.580 0.220 2.396  0.377
H -2.175 0.548 -3.392  0.466
H -8.350 -4.788 3.795  0.296
H -1.458 0.429 -1.092  0.036
H -1.529 3.463 -0.135  0.311
H 5.201 5.386 -1.794  0.259
H 1.346 -0.061 -4.145  0.162
H -2.319 0.822 1.127  0.149
H 2.735 -3.336 -3.717  0.287
H 2.493 6.589 -2.679  0.386
H -8.161 -5.130 1.979  -0.026
H 5.949 5.276 -4.032  0.341
H 2.565 -4.406 2.183  0.478
H -7.685 -4.908 5.609  0.399
H -7.772 -6.350 4.753  0.354
H -2.506 3.919 4.273  0.461
H 1.066 -2.973 -3.275  0.352
H -4.098 -1.627 0.939  0.347
H 4.919 -3.452 -3.256  0.233
H 4.751 6.502 -4.557  0.387
H -0.432 3.770 -2.836  -0.168
H -0.867 1.491 -3.791  0.315
H -5.363 0.173 2.000  0.358
H 0.425 -1.522 4.437  0.290
H 2.871 -0.457 -4.896  0.584
H -2.651 2.802 -3.642  0.382
H 7.249 -3.596 -2.873  0.300
H 4.658 -0.076 -0.536  0.317
H -4.284 -7.025 2.422  0.328
H 2.724 5.420 -1.351  0.200
H 4.906 6.989 -2.360  0.422
H -0.276 -0.072 -2.131  0.147
H -6.587 -7.893 -1.097  0.317
H 1.549 -3.668 4.341  0.403
H 1.776 4.626 -3.835  0.360
H -4.565 -8.024 0.040  0.375
H -4.389 -4.013 1.687  0.282
H 4.409 3.750 -4.588  0.370
H 7.186 -0.107 -0.292  0.372
H 3.491 4.935 -5.344  0.420
H 4.567 3.862 3.923  0.373

Cartesian forces (eV/Å) of the 6 atoms listed first:
Sc -1.6 -2.3 0.0
P 0.1 -0.2 1.1
Si -1.5 -0.6 -1.0
F -0.9 0.2 0.0
F -0.1 -0.5 0.2
O -2.7 1.7 -1.3

Calculated values
energy above the lowest of the compared OMol25 structures with the same formula, charge and spin: 0.000 eV
LUMO energy: -2.893 eV
total charge: +1
gap between HOMO and LUMO: 5.3 eV
molar mass: 863.0 g mol⁻¹

Formula: C2H2O3S2
Source: the Open Molecules 2025 dataset
Level of theory: ωB97M-V with the def2-TZVPD basis set

Last column: Mulliken charge in e.
Geometry (Å):
S -2.448 -0.630 0.917  0.375
S 2.178 -0.217 0.886  0.284
O 3.570 0.331 0.796  -0.500
O -0.652 -0.647 -1.062  -0.430
O -3.164 0.586 1.291  -0.390
C 1.612 -0.220 -0.616  -0.149
C -1.369 -0.060 -0.283  0.137
H 1.778 -0.198 -1.718  0.365
H -1.504 1.055 -0.211  0.308

Cartesian forces (eV/Å) of the 6 atoms listed first:
S -0.2 -2.6 0.6
S 1.0 0.9 -2.6
O -0.5 -0.4 1.1
O -0.8 -0.1 0.6
O -0.8 1.4 0.6
C 0.1 -0.6 0.2

Calculated values
energy above the lowest of the compared OMol25 structures with the same formula, charge and spin: 3.210 eV
LUMO energy (alpha / beta): -2.537 / -1.109 eV
gap between HOMO and LUMO (alpha / beta): 7.0 / 8.6 eV
molar mass: 138.2 g mol⁻¹

Formula: C31H25Cl2LiNP2
Source: the Open Molecules 2025 dataset
Level of theory: ωB97M-V with the def2-TZVPD basis set

Last column: Mulliken charge in e.
Geometry (Å):
Cl -1.446 1.462 -5.149  -0.425
Cl 3.691 -0.129 -4.074  -0.295
P -0.913 1.310 -0.262  -0.210
P -1.847 0.863 3.025  -0.340
N 0.725 0.262 -3.425  -0.941
C 1.777 1.565 -0.951  0.246
C -3.952 -0.797 2.326  -0.479
C 0.231 1.130 -5.659  0.706
C -0.213 0.069 5.042  -0.329
C 2.440 0.444 -5.178  0.606
C -1.796 1.654 1.336  -1.030
C 1.093 0.566 -4.608  -0.778
C 2.135 -0.188 3.607  -0.959
C 0.417 -2.610 -0.522  -0.815
C 2.804 0.739 -6.463  -0.598
C -0.767 -3.267 -0.815  -0.574
C -1.943 -1.185 -0.683  -0.790
C -3.910 -3.192 2.166  -0.489
C -1.951 -2.551 -0.899  -0.674
C -0.760 -0.516 -0.359  1.123
C -4.603 -1.991 2.071  -0.604
C -2.594 -0.774 2.650  0.571
C -2.566 -3.182 2.504  -0.623
C -0.217 0.353 3.674  -0.294
C 2.122 -0.483 4.960  -0.499
C 0.571 1.432 -6.950  -0.686
C -1.910 -1.982 2.739  -0.192
C 0.940 -0.359 5.678  -0.614
C 2.335 3.514 0.965  -0.755
C 3.332 3.088 0.098  -0.535
C 1.068 2.959 0.888  -0.268
C 0.971 0.218 2.967  0.743
C 0.424 -1.243 -0.300  -0.421
C 0.780 1.972 -0.060  1.088
C 1.879 1.230 -7.393  -0.351
C 3.047 2.120 -0.853  -0.795
Li -0.864 0.650 -2.793  0.789
H 3.804 1.790 -1.554  0.447
H 3.838 0.591 -6.756  0.315
H 2.543 4.274 1.708  0.400
H 3.029 -0.805 5.456  0.375
H -2.878 -3.052 -1.148  0.476
H 0.316 3.290 1.591  0.224
H -0.180 1.834 -7.620  0.308
H -2.868 -0.624 -0.779  0.399
H -0.762 -4.332 -1.008  0.404
H 1.001 0.431 1.915  0.287
H -5.655 -1.988 1.813  0.389
H 3.050 -0.276 3.034  0.451
H -4.417 -4.129 1.974  0.391
H -1.128 0.184 5.612  0.360
H 1.571 0.847 -1.767  -0.075
H -2.013 -4.111 2.565  0.383
H -1.699 2.730 1.506  0.815
H -2.852 1.547 1.057  0.511
H -0.853 -1.990 2.974  0.333
H 0.920 -0.583 6.737  0.390
H 2.171 1.462 -8.407  0.341
H 1.352 -3.156 -0.503  0.427
H -4.509 0.133 2.284  0.382
H 4.324 3.517 0.160  0.391
H 1.365 -0.737 -0.144  0.369

Cartesian forces (eV/Å) of the 6 atoms listed first:
Cl 0.0 -0.1 0.1
Cl 0.0 0.0 0.0
P 0.4 0.0 0.0
P -0.1 -0.1 0.0
N 0.3 -0.2 0.4
C 0.1 -0.1 0.0

Calculated values
LUMO energy: 2.270 eV
total charge: -1
gap between HOMO and LUMO: 4.3 eV
molar mass: 551.3 g mol⁻¹